61
Properties=species:S:1:pos:R:3:mulliken_spin:R:1 method="wB97M-V/def2-TZVPD" s2=0.856 max_force_ha_per_bohr=0.1148 e_lumo_ev="-3.72 / -3.75" e_above_lowest_kj_mol=429.6 multiplicity=2 total_charge=0 total_energy_ha=-6005.0626 gap_ev="3.35 / 3.31"
V -0.491 -0.279 1.346 1.0508
Br 2.069 -0.827 1.486 0.0002
C 1.708 1.052 0.926 0.0258
C 2.538 1.603 0.040 -0.0071
C 1.798 4.034 0.256 -0.0028
C 0.495 3.848 1.055 0.0015
C -0.212 2.481 1.030 -0.0088
N 0.534 1.339 1.496 -0.0030
C -1.464 0.867 -0.242 -0.0359
O -1.669 0.274 -1.286 -0.0202
O -1.906 0.511 0.915 0.0196
H 3.425 1.062 -0.250 -0.0012
H 1.718 4.946 -0.341 -0.0012
H 0.761 3.973 2.112 0.0000
N -0.797 2.105 -0.259 -0.0006
S -0.334 2.579 -1.799 0.0026
C -0.580 4.880 0.761 0.0003
C -1.418 5.242 1.812 0.0005
C -2.490 6.088 1.609 -0.0003
C -2.751 6.586 0.344 0.0001
C -1.911 6.256 -0.703 0.0001
C -0.822 5.423 -0.493 -0.0002
C 1.393 2.694 -1.868 -0.0071
C 2.305 2.924 -0.685 0.0011
C 3.667 3.373 -1.151 -0.0012
C 4.049 3.439 -2.441 -0.0005
C 3.168 3.072 -3.484 -0.0039
C 1.874 2.721 -3.171 0.0003
H -1.069 2.573 1.719 -0.0047
H -1.229 4.855 2.804 -0.0002
H -3.118 6.365 2.441 0.0000
H -3.606 7.225 0.188 0.0000
H -2.102 6.655 -1.688 0.0000
H -0.176 5.198 -1.328 0.0000
H 2.604 4.197 0.974 0.0005
H 4.356 3.643 -0.364 -0.0002
H 5.046 3.766 -2.688 0.0000
H 3.495 3.083 -4.512 -0.0002
H 1.178 2.472 -3.957 0.0002
O 2.279 -7.971 0.761 0.0000
S 1.311 -9.035 0.696 0.0000
O 0.706 -9.422 1.958 -0.0002
O 1.566 -10.076 -0.265 0.0000
C -0.239 -8.200 0.067 -0.0020
N -1.231 -8.934 -0.365 0.0052
C -2.358 -8.286 -0.625 -0.0019
C -2.488 -6.917 -0.431 0.0067
C -1.379 -6.250 0.086 0.0003
N -0.249 -6.928 0.317 0.0041
C -1.321 -4.846 0.485 0.0226
C -2.108 -3.825 -0.048 -0.0159
C -1.855 -2.521 0.331 0.0365
N -0.921 -2.178 1.233 -0.0872
C -0.233 -3.177 1.817 0.0390
C -0.375 -4.495 1.453 -0.0090
H -3.177 -8.900 -0.972 0.0000
H -3.417 -6.410 -0.626 0.0006
H -2.863 -4.032 -0.790 -0.0011
H -2.411 -1.717 -0.141 -0.0008
H 0.474 -2.904 2.593 -0.0004
H 0.255 -5.269 1.866 -0.0012

55
Properties=species:S:1:pos:R:3:mulliken_spin:R:1 method="wB97M-V/def2-TZVPD" s2=6.033 max_force_ha_per_bohr=0.0290 e_lumo_ev="-3.21 / -7.00" e_above_lowest_kj_mol=64.4 multiplicity=5 total_charge=+1 total_energy_ha=-3492.4371 gap_ev="6.61 / 4.06"
Pt 0.466 -1.583 0.892 1.2276
C -2.082 2.714 -1.227 0.0091
C -1.045 3.253 -0.280 0.0124
C -0.795 4.623 -0.255 0.0049
C 0.138 5.181 0.605 -0.0018
C 0.848 4.375 1.480 0.0087
C 0.623 3.009 1.474 -0.0359
C -0.309 2.446 0.603 0.0427
P -0.503 0.638 0.709 0.1086
C -0.569 -0.008 -1.005 -0.0017
C -1.672 -0.744 -1.452 0.0198
C -1.706 -1.250 -2.738 -0.0360
C -0.641 -1.016 -3.595 0.0575
C 0.455 -0.283 -3.164 -0.0207
C 0.526 0.222 -1.872 0.1386
C 1.732 1.016 -1.449 0.0201
C -2.085 0.326 1.521 0.0405
C -2.914 1.375 1.922 0.0083
C -4.040 1.126 2.686 0.0004
C -4.333 -0.177 3.066 0.0069
C -3.498 -1.216 2.691 0.0095
C -2.362 -0.991 1.913 -0.1289
C -1.486 -2.138 1.534 0.4739
H -2.770 3.505 -1.522 0.0004
H -2.664 1.913 -0.774 -0.0001
H -1.619 2.322 -2.135 -0.0017
H -1.360 5.265 -0.920 0.0010
H 0.306 6.250 0.594 -0.0003
H 1.568 4.803 2.164 0.0003
H 1.173 2.363 2.148 -0.0098
H -2.513 -0.901 -0.787 0.0115
H -2.563 -1.821 -3.072 0.0000
H -0.667 -1.404 -4.605 0.0030
H 1.279 -0.104 -3.844 0.0009
H 2.545 0.891 -2.164 0.0013
H 2.088 0.708 -0.462 -0.0056
H 1.496 2.080 -1.393 0.0034
H -2.662 2.392 1.649 0.0034
H -4.676 1.945 2.993 0.0006
H -5.209 -0.377 3.668 0.0008
H -3.728 -2.227 3.004 -0.0040
H -1.830 -2.643 0.628 -0.0009
H -1.412 -2.858 2.347 0.0067
Cl 5.821 -4.939 -2.221 0.0392
C 4.824 -4.187 -1.072 0.1246
C 5.289 -3.994 0.228 0.1421
Cl 6.851 -4.514 0.648 0.0381
C 4.470 -3.364 1.191 0.2430
Cl 5.023 -3.107 2.766 0.1132
C 3.149 -2.915 0.878 0.1465
O 2.425 -2.351 1.727 0.3295
C 2.655 -3.129 -0.493 0.1471
O 1.497 -2.769 -0.793 0.3450
C 3.527 -3.753 -1.432 0.2472
Cl 2.940 -3.977 -3.002 0.1091